A cluster of 4 separate species, C8H16Br8 in total, computed with ωB97M-V/def2-TZVPD.

Properties
net charge: 0
multiplicity: 1
E_LUMO: 0.307 eV
SMILES: BrCCBr.BrCCBr.BrCCBr.BrCCBr
frontier orbital gap: 10.45 eV
strongest force on any atom: 0.0216 hartree/bohr

Last column: Mulliken charge in e.
Positions of all 32 atoms, in Å:
Br  12.746  21.251  6.160  -0.18
C  12.544  23.116  6.751  -0.14
C  11.780  23.073  8.045  -0.53
Br  11.645  24.863  8.797  -0.18
H  12.066  23.635  5.931  0.49
H  13.549  23.466  6.936  -0.19
H  12.305  22.481  8.792  0.23
H  10.780  22.654  7.981  0.45
Br  16.803  18.509  9.434  -0.15
C  16.403  20.133  8.460  -0.52
C  16.688  21.332  9.353  -0.53
Br  15.926  22.912  8.541  -0.17
H  15.370  20.086  8.134  0.28
H  17.048  20.148  7.586  0.34
H  17.756  21.468  9.489  0.36
H  16.219  21.193  10.322  0.41
Br  9.041  21.050  11.946  -0.14
C  10.850  21.670  12.081  -0.56
C  10.849  23.165  12.289  -0.60
Br  12.674  23.806  12.308  -0.14
H  11.454  21.376  11.228  0.30
H  11.306  21.183  12.942  0.39
H  10.388  23.449  13.228  0.41
H  10.347  23.654  11.457  0.32
Br  19.250  24.149  4.589  -0.16
C  17.565  24.515  5.461  -0.37
C  16.424  23.839  4.741  -0.52
Br  14.775  24.871  4.940  -0.14
H  17.402  25.585  5.555  0.38
H  17.666  24.141  6.476  0.17
H  16.151  22.891  5.204  0.23
H  16.558  23.632  3.686  0.45

***

A cluster of 7 separate species, C43H35F7N3O6S2 in total, computed with ωB97M-V/def2-TZVPD.

Properties
net charge: -1
multiplicity: 1
E_LUMO: 2.205 eV
frontier orbital gap: 9.03 eV
strongest force on any atom: 0.0220 hartree/bohr

Last column: Mulliken charge in e.
Positions of all 96 atoms, in Å:
O  3.264  -0.577  0.414  -0.47
C  2.551  -0.481  1.349  0.49
F  2.591  -1.338  2.400  -0.24
N  1.607  0.518  1.625  0.10
C  1.464  1.517  0.619  0.26
O  1.952  2.603  0.726  -0.57
S  0.365  1.206  -0.833  0.78
O  1.094  1.844  -1.899  -0.67
O  -0.878  1.814  -0.428  -0.55
N  0.252  -0.310  -1.234  -0.15
S  -0.337  -1.529  -0.395  1.16
O  0.588  -2.015  0.602  -0.72
O  -0.836  -2.487  -1.351  -0.55
C  -1.754  -0.949  0.505  0.06
C  -2.962  -0.775  -0.140  -0.28
C  -4.048  -0.350  0.608  -0.76
N  -3.987  -0.097  1.913  -0.69
C  -2.814  -0.261  2.513  -0.75
C  -1.668  -0.690  1.857  -0.12
H  1.842  1.018  2.481  0.36
H  -3.056  -0.977  -1.200  0.57
H  -5.011  -0.217  0.126  0.42
H  -2.763  -0.032  3.571  0.69
H  -0.738  -0.823  2.392  0.57
F  -5.906  -2.162  -2.204  -0.33
C  -5.225  -3.050  -2.960  0.42
C  -4.387  -3.952  -2.338  -0.24
C  -3.689  -4.857  -3.123  -0.27
C  -3.831  -4.846  -4.504  -0.65
C  -4.679  -3.926  -5.103  -0.25
C  -5.388  -3.017  -4.330  -0.58
H  -4.278  -3.936  -1.262  0.38
H  -3.025  -5.567  -2.650  0.37
H  -3.276  -5.549  -5.111  0.38
H  -4.788  -3.908  -6.180  0.36
H  -6.055  -2.291  -4.775  0.41
F  -0.468  -1.479  5.807  -0.24
C  0.724  -1.626  6.415  0.33
C  1.877  -1.457  5.674  -0.29
C  3.099  -1.606  6.313  -0.35
C  3.155  -1.925  7.663  -0.59
C  1.979  -2.092  8.382  -0.33
C  0.749  -1.940  7.759  -0.53
H  1.813  -1.218  4.622  0.47
H  4.013  -1.473  5.748  0.39
H  4.112  -2.043  8.154  0.37
H  2.017  -2.343  9.434  0.36
H  -0.181  -2.060  8.299  0.43
F  3.380  -0.429  -7.272  -0.37
C  3.828  -0.180  -6.018  0.36
C  2.925  0.201  -5.048  -0.70
C  3.380  0.424  -3.758  -0.03
C  4.730  0.284  -3.463  -0.64
C  5.623  -0.085  -4.460  -0.35
C  5.174  -0.332  -5.752  -0.43
H  1.876  0.302  -5.296  0.43
H  2.664  0.695  -2.996  0.58
H  5.078  0.452  -2.452  0.45
H  6.675  -0.199  -4.233  0.36
H  5.847  -0.646  -6.539  0.43
F  -1.847  8.228  0.061  -0.34
C  -1.395  7.248  -0.763  0.50
C  -0.526  6.303  -0.259  -0.60
C  -0.072  5.303  -1.107  -0.06
C  -0.486  5.265  -2.431  -0.79
C  -1.359  6.231  -2.910  -0.19
C  -1.826  7.237  -2.073  -0.57
H  -0.217  6.352  0.777  0.46
H  0.602  4.540  -0.738  0.36
H  -0.128  4.475  -3.077  0.46
H  -1.684  6.204  -3.942  0.36
H  -2.512  7.997  -2.421  0.41
F  3.992  -6.747  -3.496  -0.35
C  3.272  -5.599  -3.571  0.48
C  3.784  -4.542  -4.295  -0.72
C  3.039  -3.373  -4.369  0.37
C  1.817  -3.276  -3.717  -0.76
C  1.332  -4.351  -2.987  -0.32
C  2.061  -5.532  -2.914  -0.69
H  4.744  -4.638  -4.785  0.44
H  3.416  -2.528  -4.929  0.15
H  1.248  -2.357  -3.763  0.46
H  0.388  -4.265  -2.464  0.47
H  1.705  -6.385  -2.353  0.43
F  -1.804  1.506  4.814  -0.14
C  -1.972  2.819  5.076  0.51
C  -2.714  3.572  4.189  -0.40
C  -2.880  4.923  4.455  -0.39
C  -2.308  5.493  5.585  -0.64
C  -1.566  4.709  6.457  -0.28
C  -1.392  3.354  6.207  -0.72
H  -3.141  3.103  3.312  0.48
H  -3.458  5.532  3.773  0.39
H  -2.439  6.549  5.784  0.37
H  -1.115  5.151  7.335  0.35
H  -0.821  2.720  6.872  0.46

***

A cluster of 7 separate species, C43H32IN2O26 in total, computed with ωB97M-V/def2-TZVPD.

Properties
net charge: +1
multiplicity: 1
E_LUMO: -4.981 eV
frontier orbital gap: 5.62 eV
strongest force on any atom: 0.0270 hartree/bohr

Last column: Mulliken charge in e.
Positions of all 104 atoms, in Å:
C  6.283  -4.674  -5.732  -0.97
C  5.502  -5.791  -6.382  0.70
O  5.632  -6.076  -7.543  -0.52
O  4.659  -6.481  -5.528  -0.37
C  3.455  -6.875  -6.131  -0.83
C  2.429  -5.787  -6.247  0.91
C  1.253  -5.964  -6.929  -0.95
C  0.401  -4.875  -6.948  0.01
N  0.732  -3.737  -6.376  -0.18
I  -0.573  -2.120  -6.488  0.40
N  1.845  -3.501  -5.706  -0.24
C  2.639  -4.544  -5.654  -0.47
H  6.462  -3.924  -6.489  0.34
H  5.755  -4.265  -4.879  0.33
H  7.241  -5.091  -5.438  0.33
H  3.606  -7.293  -7.126  0.51
H  3.023  -7.680  -5.542  0.44
H  1.010  -6.891  -7.419  0.49
H  -0.553  -4.948  -7.440  0.49
H  3.544  -4.408  -5.087  0.57
C  0.870  -0.784  -2.717  -0.86
C  -0.327  -0.192  -2.771  0.30
C  -0.616  1.082  -2.034  1.02
O  -1.723  1.567  -2.151  -0.58
C  0.439  1.662  -1.220  -1.06
C  1.640  1.069  -1.160  0.43
C  1.937  -0.192  -1.920  0.93
O  3.051  -0.672  -1.839  -0.65
O  2.640  1.550  -0.433  -0.57
O  -1.342  -0.684  -3.482  -0.54
H  1.091  -1.700  -3.247  0.35
H  0.212  2.571  -0.680  0.54
H  3.391  0.942  -0.563  0.35
H  -2.087  -0.064  -3.348  0.33
C  -4.418  3.594  -0.871  -0.94
C  -3.870  3.732  0.346  0.42
C  -4.725  3.980  1.567  0.93
O  -4.187  4.080  2.649  -0.51
C  -6.168  4.091  1.382  -1.08
C  -6.703  3.955  0.163  0.34
C  -5.857  3.684  -1.045  1.00
O  -6.414  3.552  -2.119  -0.64
O  -8.010  4.049  -0.063  -0.57
O  -2.554  3.654  0.530  -0.45
H  -3.820  3.413  -1.753  0.51
H  -6.769  4.284  2.259  0.44
H  -8.126  3.911  -1.022  0.36
H  -2.363  3.771  1.486  0.35
C  -0.311  0.869  5.489  -0.97
C  -0.567  2.018  4.845  -0.01
C  -1.561  2.085  3.721  1.25
O  -1.757  3.164  3.192  -0.77
C  -2.235  0.866  3.323  -0.74
C  -1.982  -0.287  3.964  0.20
C  -0.998  -0.349  5.107  0.94
O  -0.804  -1.416  5.665  -0.62
O  -2.581  -1.416  3.631  -0.58
O  0.031  3.159  5.152  -0.57
H  0.403  0.808  6.298  0.50
H  -2.938  0.927  2.504  0.60
H  -2.269  -2.118  4.241  0.28
H  -0.330  3.838  4.552  0.35
C  2.079  1.217  -9.921  -0.91
C  2.089  0.354  -8.903  0.41
C  2.364  0.787  -7.493  1.05
O  2.331  -0.061  -6.612  -0.54
C  2.656  2.184  -7.247  -1.14
C  2.653  3.059  -8.265  0.40
C  2.349  2.630  -9.674  0.99
O  2.345  3.474  -10.544  -0.58
O  2.912  4.344  -8.100  -0.55
O  1.857  -0.952  -9.058  -0.59
H  1.880  0.914  -10.940  0.45
H  2.869  2.480  -6.230  0.46
H  2.844  4.754  -8.984  0.36
H  1.934  -1.327  -8.162  0.19
C  -1.139  -5.920  7.678  -0.87
C  -1.473  -4.821  6.984  0.43
C  -2.440  -4.890  5.831  0.92
O  -2.724  -3.863  5.240  -0.58
C  -2.991  -6.181  5.466  -1.13
C  -2.652  -7.275  6.161  0.37
C  -1.707  -7.209  7.327  1.02
O  -1.461  -8.242  7.919  -0.61
O  -3.120  -8.480  5.875  -0.57
O  -0.970  -3.631  7.280  -0.54
H  -0.449  -5.889  8.509  0.45
H  -3.671  -6.217  4.627  0.44
H  -2.721  -9.085  6.530  0.36
H  -1.338  -2.952  6.669  0.34
C  1.036  7.431  7.003  -1.12
C  1.550  7.993  8.105  0.41
C  1.560  7.279  9.428  1.01
O  2.061  7.844  10.380  -0.61
C  0.969  5.951  9.499  -0.90
C  0.453  5.393  8.397  0.32
C  0.465  6.098  7.072  0.99
O  -0.011  5.511  6.118  -0.48
O  -0.100  4.184  8.390  -0.58
O  2.083  9.207  8.109  -0.57
H  1.024  7.934  6.047  0.43
H  0.968  5.452  10.457  0.44
H  -0.381  4.025  7.468  0.28
H  2.378  9.369  9.025  0.36

***

A cluster of 14 separate species, C28H84O14 in total, computed with ωB97M-V/def2-TZVPD.

Properties
net charge: 0
multiplicity: 1
E_LUMO: 0.202 eV
frontier orbital gap: 10.20 eV
strongest force on any atom: 0.0408 hartree/bohr

Last column: Mulliken charge in e.
Positions of all 126 atoms, in Å:
C  -6.740  -6.503  -3.598  -1.03
C  -5.681  -6.124  -2.568  -0.16
O  -4.801  -7.225  -2.376  -0.52
H  -7.418  -5.672  -3.795  0.34
H  -7.305  -7.348  -3.205  0.27
H  -6.365  -6.786  -4.582  0.29
H  -6.078  -5.785  -1.611  0.27
H  -5.180  -5.225  -2.924  0.26
H  -4.042  -6.975  -1.844  0.29
C  0.457  0.719  0.550  -1.01
C  -0.800  -0.035  0.958  -0.16
O  -1.693  0.902  1.563  -0.52
H  0.967  1.245  1.356  0.29
H  0.125  1.516  -0.116  0.26
H  1.187  0.102  0.027  0.32
H  -0.625  -0.811  1.703  0.22
H  -1.236  -0.404  0.029  0.29
H  -2.510  0.816  1.066  0.31
C  4.444  5.216  -4.774  -0.95
C  5.661  5.635  -3.987  -0.22
O  6.268  4.477  -3.420  -0.52
H  3.853  6.107  -4.989  0.32
H  3.851  4.490  -4.217  0.28
H  4.841  4.741  -5.671  0.25
H  5.409  6.362  -3.215  0.29
H  6.361  6.144  -4.649  0.26
H  7.080  4.643  -2.935  0.29
C  -0.706  3.422  8.840  -0.89
C  0.330  3.243  7.725  -0.23
O  -0.181  3.811  6.501  -0.52
H  -0.374  2.965  9.773  0.32
H  -1.648  2.990  8.502  0.25
H  -0.839  4.484  9.045  0.26
H  0.568  2.202  7.505  0.29
H  1.244  3.782  7.973  0.22
H  -0.436  3.107  5.901  0.30
C  9.421  -1.261  -4.987  -0.91
C  7.933  -1.202  -5.502  -0.25
O  7.033  -0.900  -4.417  -0.51
H  10.130  -1.114  -5.802  0.30
H  9.555  -2.205  -4.458  0.24
H  9.632  -0.403  -4.350  0.31
H  7.690  -2.195  -5.879  0.25
H  7.850  -0.443  -6.279  0.26
H  7.305  -0.070  -4.019  0.29
C  3.134  -8.283  -3.460  -1.05
C  4.165  -7.146  -3.410  -0.17
O  3.616  -6.106  -2.626  -0.52
H  3.482  -9.184  -3.965  0.35
H  2.308  -7.966  -4.097  0.28
H  2.832  -8.609  -2.465  0.28
H  4.389  -6.818  -4.424  0.28
H  5.098  -7.544  -3.012  0.25
H  4.069  -5.288  -2.841  0.30
C  -6.626  7.313  3.371  -1.08
C  -7.372  8.403  2.732  -0.16
O  -8.011  9.175  3.740  -0.52
H  -7.322  6.643  3.875  0.27
H  -5.896  7.676  4.095  0.29
H  -6.032  6.758  2.645  0.35
H  -8.027  7.950  1.988  0.25
H  -6.788  9.124  2.160  0.29
H  -8.348  9.926  3.246  0.30
C  -3.075  6.425  -3.060  -0.90
C  -4.450  6.636  -3.663  -0.25
O  -4.792  5.487  -4.385  -0.51
H  -2.367  6.078  -3.813  0.32
H  -3.109  5.686  -2.259  0.24
H  -2.650  7.369  -2.720  0.30
H  -4.550  7.533  -4.274  0.26
H  -5.190  6.761  -2.872  0.24
H  -4.130  5.405  -5.076  0.30
C  6.953  -3.002  3.859  -0.93
C  7.686  -4.267  3.484  -0.23
O  8.617  -4.565  4.505  -0.53
H  7.633  -2.157  3.969  0.29
H  6.447  -3.105  4.819  0.27
H  6.174  -2.838  3.114  0.30
H  8.219  -4.102  2.547  0.24
H  7.063  -5.150  3.338  0.29
H  9.322  -3.913  4.528  0.30
C  -1.016  -2.368  -6.386  -0.90
C  -0.070  -1.547  -7.274  -0.26
O  -0.927  -0.959  -8.252  -0.51
H  -1.728  -2.977  -6.943  0.32
H  -1.654  -1.659  -5.859  0.25
H  -0.441  -2.950  -5.666  0.29
H  0.770  -2.097  -7.697  0.25
H  0.392  -0.773  -6.661  0.25
H  -1.272  -1.680  -8.784  0.30
C  -6.659  -2.190  5.267  -0.96
C  -7.673  -1.048  5.716  -0.27
O  -8.997  -1.507  5.488  -0.51
H  -5.618  -1.949  5.483  0.33
H  -6.729  -2.346  4.190  0.26
H  -7.007  -3.070  5.807  0.26
H  -7.521  -0.102  5.197  0.27
H  -7.673  -0.795  6.776  0.29
H  -9.452  -0.911  6.088  0.31
C  -0.285  -7.714  4.074  -0.98
C  0.735  -7.133  3.117  -0.20
O  0.123  -6.788  1.895  -0.53
H  0.311  -8.080  4.910  0.32
H  -0.915  -8.494  3.647  0.29
H  -0.965  -6.919  4.380  0.26
H  1.512  -7.826  2.793  0.27
H  1.240  -6.239  3.482  0.26
H  0.748  -6.394  1.282  0.29
C  9.301  3.676  3.232  -1.08
C  10.490  3.308  2.403  -0.13
O  10.515  4.112  1.275  -0.51
H  9.349  3.199  4.211  0.33
H  8.367  3.344  2.778  0.28
H  9.184  4.758  3.294  0.31
H  10.419  2.241  2.192  0.24
H  11.401  3.460  2.981  0.27
H  11.374  4.021  0.855  0.30
C  -10.372  2.678  -0.602  -0.91
C  -9.375  1.542  -0.959  -0.28
O  -8.064  2.064  -0.887  -0.49
H  -11.418  2.374  -0.660  0.31
H  -10.248  3.599  -1.171  0.30
H  -10.157  2.995  0.418  0.25
H  -9.622  1.094  -1.921  0.24
H  -9.430  0.675  -0.300  0.27
H  -7.955  2.631  -1.654  0.30

***

The ion C7H16N3O2 with charge +1, computed with ωB97M-V/def2-TZVPD.

Properties
net charge: +1
multiplicity: 1
E_LUMO: -4.616 eV
SMILES: CCOCC[C@@H]1NC(N)=[NH+]CO1
frontier orbital gap: 8.30 eV
strongest force on any atom: 0.0918 hartree/bohr

Last column: Mulliken charge in e.
Positions of all 28 atoms, in Å:
C  3.659  -1.059  -0.051  -0.96
C  2.914  0.341  -0.246  -0.32
O  1.523  0.181  -0.595  -0.30
C  0.704  1.204  -0.036  -0.34
C  -0.538  1.601  -0.923  -0.86
C  -1.617  0.459  -1.130  0.07
N  -2.623  0.445  0.004  -0.29
C  -2.113  -0.377  1.050  0.25
N  -1.886  0.161  2.267  -0.34
N  -1.850  -1.742  0.718  -0.18
C  -1.819  -1.852  -0.770  -0.40
O  -1.079  -0.819  -1.409  -0.30
H  2.948  -1.926  0.013  0.26
H  4.232  -1.027  0.922  0.30
H  4.428  -1.222  -0.858  0.26
H  3.420  0.935  -1.066  0.28
H  2.937  0.886  0.751  0.32
H  1.352  2.137  0.038  0.51
H  0.433  0.960  1.045  0.11
H  -0.222  2.066  -1.907  0.37
H  -1.071  2.441  -0.369  0.31
H  -2.219  0.759  -2.048  0.36
H  -2.806  1.388  0.351  0.31
H  -0.949  0.143  2.669  0.26
H  -2.663  0.639  2.727  0.26
H  -0.913  -1.988  1.069  0.38
H  -1.335  -2.850  -0.994  0.34
H  -2.847  -1.882  -1.225  0.33

***

Question: The highest strongest force on any atom belongs to which entry?
Answer: C7H16N3O2